No. 1
Density functional theory data (ωB97M-V with the def2-TZVPD basis set) for 3 unconnected molecules or ions with the total composition C6H14O2 at a distorted geometry.

Last column: natural (NBO) charge in e.
Geometry (Å):
O -0.9142 2.8159 -1.8340  -0.718
O 0.6349 -2.7914 0.0605  -0.728
C 0.2963 -1.8221 1.0137  0.112
C 1.4634 -1.5166 1.8925  -0.683
C 0.6791 1.3914 0.4503  -0.670
C -1.0939 -0.1750 -0.3941  -0.360
C -1.2986 1.4984 -2.1149  -0.121
C 0.2090 0.2148 -0.3340  -0.103
H -1.8113 0.2109 0.3208  0.196
H -0.7254 1.1271 -2.9596  0.150
H -2.3751 1.3636 -2.2407  0.139
H 1.6441 1.1937 0.9218  0.220
H 1.1960 -0.7631 2.6362  0.214
H -1.3914 -1.0189 -1.0033  0.197
H -0.0399 1.6772 1.2205  0.206
H -0.1571 -3.0546 -0.4211  0.471
H -0.6304 -2.0483 1.5453  0.138
H 0.8932 -0.1821 -1.0778  0.206
H -1.5355 3.1904 -1.1988  0.471
H 1.8196 -2.4083 2.4326  0.209
H 0.8268 2.2406 -0.2244  0.246
H 2.3106 -1.1437 1.3085  0.209

Results
**Electronic energy**: -387.273231 a.u.


No. 2
Density functional theory data (ωB97M-V with the def2-TZVPD basis set) for a molecular structure, C6H14O2Si2 at a distorted geometry.

Last column: natural (NBO) charge in e.
Geometry (Å):
Si -0.6431 0.7832 -0.9498  2.082
Si 1.6401 0.1598 0.4692  2.121
O 0.5587 1.0860 1.0431  -1.259
O 0.6865 0.6632 -1.7112  -1.242
C 1.5925 -1.7603 0.3688  -1.169
C 3.3230 0.6411 -0.0359  -1.223
C -1.6348 -1.0303 1.1901  -0.683
C -1.2722 2.4187 -0.4295  -1.199
C -1.8511 -0.5615 -0.2348  -0.436
C -2.6984 -1.0190 -1.1236  -0.375
H 3.4094 1.7779 -0.0982  0.258
H 0.8390 -2.1640 1.0310  0.239
H 2.3416 -2.4003 0.2187  0.247
H -2.7484 -0.6573 -2.0952  0.183
H 1.1312 -1.9666 -0.5668  0.267
H -1.9321 2.2092 0.4295  0.251
H -0.9048 -0.3673 1.6849  0.258
H 4.1570 0.5700 0.6487  0.262
H -0.4355 3.0412 0.0828  0.280
H -2.6004 -0.8621 1.7471  0.227
H -1.2508 -2.0775 1.2375  0.223
H 3.6413 0.3278 -0.9483  0.261
H -1.8941 3.0083 -0.9439  0.237
H -3.4546 -1.8202 -1.0144  0.191

Results
**Electronic energy**: -966.480479 a.u.


No. 3
Density functional theory data (ωB97M-V with the def2-TZVPD basis set) for 2 unconnected molecules or ions with the total composition C6H14O3 at a distorted geometry.

Last column: natural (NBO) charge in e.
Geometry (Å):
O -2.9128 0.1816 1.7379  -0.731
O -0.7606 0.3702 2.2572  -0.599
O 2.1577 -0.4701 2.6529  -0.960
C 1.6429 -0.0224 -1.8920  -0.613
C 0.0051 -0.9601 -0.3233  -0.382
C 0.1944 0.0468 -1.4806  -0.223
C -0.1919 1.4452 -0.9539  -0.640
C -1.5490 -0.1769 1.5295  0.820
C -1.5208 -0.9487 0.2666  -0.543
H 2.4795 0.2637 -1.3146  0.210
H 1.9293 -1.0093 -2.0673  0.206
H -0.3783 -0.0732 -2.4146  0.202
H -1.7919 -2.0268 0.4109  0.258
H 0.6705 1.8891 -0.4381  0.221
H -3.0931 0.6657 2.5171  0.488
H 0.1418 -1.9651 -0.6862  0.205
H -2.0949 -0.5132 -0.5704  0.258
H -0.7843 1.9250 -1.7038  0.219
H -0.7099 1.4759 -0.0330  0.212
H 1.8237 0.5504 -2.7303  0.207
H 1.2636 -0.1526 2.6304  0.489
H 2.7551 0.2157 2.1443  0.469
H 0.7237 -0.7112 0.4613  0.227

Results
**Structure (SMILES)**: CC(C)CCC(=O)O.O
**Electronic energy**: -462.692020 a.u.


No. 4
Density functional theory data (ωB97M-V with the def2-TZVPD basis set) for a molecular structure, C6H14O3Pm at a distorted geometry.

Last column: Mulliken charge in e.
Geometry (Å):
Pm -3.4961 2.0598 4.5248  1.724
O -4.6857 0.8463 3.1555  -0.316
O -2.7885 -0.1321 4.6305  -0.374
O -1.9672 2.2387 5.5036  -0.439
C -4.5159 -0.5816 3.1145  -0.059
C -2.0554 0.4205 0.3788  -0.813
C -5.8365 1.3097 2.4513  -0.650
C -1.3613 1.1115 6.0497  -0.432
C -1.4206 -0.0728 5.0870  -0.372
C -3.1095 -0.8601 3.5122  -0.762
H -5.8525 2.4010 2.5271  0.346
H -5.7677 1.0108 1.3973  0.266
H -4.6883 -0.9523 2.0946  0.426
H -0.7839 0.0988 4.2069  0.350
H -5.2737 -1.0446 3.7719  0.399
H -6.7370 0.8879 2.9178  0.321
H -2.6971 -1.8680 3.4508  0.417
H -1.8465 0.8096 6.9997  0.331
H -0.2938 1.2850 6.2803  0.367
H -2.9204 0.1112 -0.2196  0.277
H -1.1593 -1.0268 5.5635  0.391
H -2.1343 1.4942 0.5858  0.203
H -1.1012 0.1596 -0.0906  0.340
H -2.1821 -0.1284 1.4396  0.061

Results
**Charge**: +2
**Expectation value of S²**: 8.76
**Spin multiplicity**: 6
**Electronic energy**: -1070.368195 a.u.